ORCA calculation (the ωB97M-V functional and the def2-TZVPD basis) on C28H26BeN2PSSbSe5 as an isolated structure.

Output
E_LUMO   3.9 eV
Electronic energy   -14194.056816 a.u.
Charge   -2
HOMO level   -0.079 hartree
Energy relative to the best compared isomer or geometry (same formula, charge and spin)   0.00 kcal/mol

CARTESIAN COORDINATES (ANGSTROEM)
Be -1.01300 -1.97182 0.62807
S -3.40044 -1.92964 4.30395
C -2.71337 -2.05087 2.82087
N -2.21727 -2.12191 1.76533
N -1.30414 -1.51215 -0.86959
P -1.78465 -0.05371 -1.00833
C -3.16758 0.49242 0.06287
C -2.94479 0.95853 1.35664
C -4.00864 1.24069 2.19908
C -5.31074 1.04692 1.76177
C -5.54363 0.54353 0.49008
C -4.47633 0.26391 -0.35066
C -0.51106 1.25579 -0.78575
C -0.71782 2.52006 -0.23855
C 0.35004 3.38171 -0.02461
C 1.63703 2.99524 -0.37144
C 1.84857 1.75341 -0.95342
C 0.78194 0.89095 -1.15305
C -2.40134 0.30959 -2.68713
C -2.48602 -0.76554 -3.56357
C -2.94380 -0.57252 -4.86121
C -3.31502 0.69496 -5.28460
C -3.22434 1.77442 -4.41193
C -2.76893 1.58002 -3.11778
H -1.93193 1.07349 1.72360
H -3.81746 1.57854 3.20933
H -6.14218 1.26526 2.42079
H -6.55695 0.35485 0.15638
H -4.66410 -0.14968 -1.33477
H -1.71607 2.83895 0.03266
H 0.17593 4.35205 0.42578
H 2.47504 3.65437 -0.17832
H 2.84883 1.44311 -1.22494
H 0.94078 -0.09141 -1.57649
H -2.18041 -1.74211 -3.20262
H -3.00552 -1.41381 -5.54086
H -3.67569 0.84560 -6.29540
H -3.50444 2.76669 -4.74520
H -2.69750 2.42175 -2.43740
C 6.28165 1.31978 1.04143
C 4.97381 0.61588 1.29049
C 4.23316 0.85539 2.43918
C 3.02949 0.20285 2.67842
C 2.27643 0.52567 3.94334
C 2.54292 -0.71691 1.73469
Se 0.87147 -1.54398 2.22799
C 3.24894 -0.94493 0.54756
C 2.77479 -1.84187 -0.55322
C 4.46104 -0.27906 0.36596
H 6.57571 1.91880 1.90431
H 6.21544 1.98614 0.17744
H 7.08125 0.60475 0.83724
H 4.59958 1.56392 3.17632
H 2.82590 1.27019 4.52179
H 2.13357 -0.36183 4.56116
H 1.28488 0.93036 3.72864
H 1.70008 -1.78569 -0.70559
H 2.99614 -2.89439 -0.36064
H 3.27786 -1.57565 -1.48588
H 5.01144 -0.47065 -0.55093
Se 1.75554 -7.30421 2.26663
Sb 1.50635 -6.24280 0.12342
Se -0.56553 -6.48625 -1.04830
Se 3.46857 -5.58192 -1.12182
Se 0.52649 -3.68524 1.12077

And the Löwdin charges, in e, turn out to be: atom 1 (Be): -0.286, atom 2 (S): 0.446, atom 3 (C): -0.898, atom 4 (N): 0.031, atom 5 (N): -0.222, atom 6 (P): 0.747, atom 7 (C): -0.280, atom 8 (C): -0.113, atom 9 (C): -0.094, atom 10 (C): -0.096, atom 11 (C): -0.090, atom 12 (C): -0.079, atom 13 (C): -0.263, atom 14 (C): -0.103, atom 15 (C): -0.095, atom 16 (C): -0.091, atom 17 (C): -0.073, atom 18 (C): -0.075, atom 19 (C): -0.286, atom 20 (C): -0.073, atom 21 (C): -0.089, atom 22 (C): -0.110, atom 23 (C): -0.101, atom 24 (C): -0.085, atom 25 (H): 0.107, atom 26 (H): 0.099, atom 27 (H): 0.095, atom 28 (H): 0.095, atom 29 (H): 0.106, atom 30 (H): 0.094, atom 31 (H): 0.093, atom 32 (H): 0.095, atom 33 (H): 0.099, atom 34 (H): 0.091, atom 35 (H): 0.100, atom 36 (H): 0.098, atom 37 (H): 0.091, atom 38 (H): 0.092, atom 39 (H): 0.103, atom 40 (C): -0.065, atom 41 (C): -0.286, atom 42 (C): -0.035, atom 43 (C): -0.311, atom 44 (C): -0.109, atom 45 (C): -0.449, atom 46 (Se): 0.720, atom 47 (C): -0.280, atom 48 (C): -0.117, atom 49 (C): -0.037, atom 50 (H): 0.065, atom 51 (H): 0.072, atom 52 (H): 0.074, atom 53 (H): 0.104, atom 54 (H): 0.067, atom 55 (H): 0.066, atom 56 (H): 0.067, atom 57 (H): 0.020, atom 58 (H): -0.015, atom 59 (H): 0.084, atom 60 (H): 0.119, atom 61 (Se): -0.269, atom 62 (Sb): -0.304, atom 63 (Se): -0.207, atom 64 (Se): -0.228, atom 65 (Se): 0.176


ORCA calculation (the ωB97M-V functional and the def2-TZVPD basis) on one molecule with the formula C28H26BrIN2O5S.

Output
E_LUMO   0.3 eV
Electronic energy   -4838.135823 a.u.
SMILES   CC[C@@H](Br)c1cc2c(c(N(C(C)=O)C(C)=O)c1COO)Nc1cc(CC(=O)c3ccccc3)cc(I)c1S2
HOMO level   -0.300 hartree

CARTESIAN COORDINATES (ANGSTROEM)
C 4.86847 3.36179 1.96350
C 4.08518 2.19692 2.59260
C 4.59271 0.80032 2.16103
Br 5.36456 -0.12953 3.70438
C 3.52727 -0.05100 1.49941
C 2.63788 -0.77614 2.29495
C 1.63784 -1.54885 1.73149
C 1.49632 -1.63559 0.34697
C 2.33991 -0.86575 -0.45039
N 2.17854 -0.86486 -1.88718
C 0.92956 -0.44429 -2.37211
C 0.38851 0.83812 -1.80808
O 0.34060 -1.07745 -3.22636
C 2.70536 -2.03437 -2.58044
C 3.15866 -1.76897 -3.98694
O 2.80277 -3.08720 -2.01495
C 3.35791 -0.08482 0.10808
C 4.22077 0.69891 -0.84302
O 3.58274 1.84032 -1.41471
O 2.92602 2.56325 -0.37249
N 0.49700 -2.47907 -0.16116
C -0.78972 -2.29579 0.37483
C -1.90131 -2.15035 -0.44100
C -3.16869 -1.98046 0.10879
C -4.34779 -1.81720 -0.83140
C -5.56576 -1.27695 -0.11819
O -6.35876 -2.01438 0.42530
C -5.73546 0.20721 -0.04975
C -6.03622 0.79022 1.17841
C -6.22624 2.16042 1.27006
C -6.12835 2.95364 0.13320
C -5.82813 2.37631 -1.09322
C -5.61940 1.00783 -1.18455
C -3.31064 -1.95697 1.48857
C -2.19265 -2.08201 2.30844
I -2.48461 -2.04998 4.36989
C -0.92613 -2.26024 1.76856
S 0.53275 -2.48336 2.74485
H 5.43624 3.03166 1.09283
H 5.57572 3.78494 2.67567
H 4.19628 4.14513 1.62360
H 4.09942 2.27145 3.67662
H 3.04123 2.27515 2.28878
H 5.44598 0.92163 1.50618
H 2.71907 -0.75842 3.37326
H -0.59798 1.00193 -2.23384
H 1.04764 1.66626 -2.06784
H 0.28517 0.76965 -0.72335
H 3.82348 -2.56365 -4.30912
H 2.28558 -1.69274 -4.63204
H 3.68218 -0.81326 -4.03629
H 4.44890 0.07247 -1.70434
H 5.16569 1.00209 -0.39471
H 1.99504 2.41008 -0.58572
H 0.50532 -2.57692 -1.16606
H -1.76242 -2.16456 -1.51734
H -4.59863 -2.75894 -1.31885
H -4.04289 -1.10692 -1.60261
H -6.12226 0.16297 2.05547
H -6.45924 2.61399 2.22457
H -6.28493 4.02183 0.20719
H -5.76283 2.99971 -1.97492
H -5.39085 0.56076 -2.14438
H -4.28235 -1.85598 1.94988

And the Löwdin charges, in e, turn out to be: atom 1 (C): -0.090, atom 2 (C): -0.268, atom 3 (C): -0.627, atom 4 (Br): 0.732, atom 5 (C): -0.208, atom 6 (C): -0.065, atom 7 (C): -0.414, atom 8 (C): -0.185, atom 9 (C): -0.112, atom 10 (N): 0.063, atom 11 (C): -0.455, atom 12 (C): 0.038, atom 13 (O): 0.086, atom 14 (C): -0.420, atom 15 (C): 0.023, atom 16 (O): 0.152, atom 17 (C): -0.074, atom 18 (C): -0.118, atom 19 (O): -0.119, atom 20 (O): -0.018, atom 21 (N): 0.125, atom 22 (C): -0.241, atom 23 (C): 0.034, atom 24 (C): -0.188, atom 25 (C): -0.057, atom 26 (C): -0.372, atom 27 (O): 0.114, atom 28 (C): -0.154, atom 29 (C): -0.016, atom 30 (C): -0.070, atom 31 (C): -0.082, atom 32 (C): -0.078, atom 33 (C): -0.032, atom 34 (C): -0.107, atom 35 (C): -0.714, atom 36 (I): 0.913, atom 37 (C): -0.509, atom 38 (S): 1.001, atom 39 (H): 0.066, atom 40 (H): 0.073, atom 41 (H): 0.069, atom 42 (H): 0.081, atom 43 (H): 0.101, atom 44 (H): 0.061, atom 45 (H): 0.086, atom 46 (H): 0.095, atom 47 (H): 0.083, atom 48 (H): 0.098, atom 49 (H): 0.091, atom 50 (H): 0.088, atom 51 (H): 0.088, atom 52 (H): 0.126, atom 53 (H): 0.114, atom 54 (H): 0.071, atom 55 (H): 0.118, atom 56 (H): 0.126, atom 57 (H): 0.137, atom 58 (H): 0.111, atom 59 (H): 0.119, atom 60 (H): 0.105, atom 61 (H): 0.103, atom 62 (H): 0.103, atom 63 (H): 0.112, atom 64 (H): 0.088


ORCA calculation (the ωB97M-V functional and the def2-TZVPD basis) on C28H26Cl5NPRuSi as an isolated structure.

Output
E_LUMO (alpha / beta)   -2.7 / -4.9 eV
Electronic energy   -4163.742297 a.u.
⟨S²⟩   6.026
Charge   +1
HOMO level (alpha / beta)   -0.418 / -0.431 hartree
Spin multiplicity   5
Energy relative to the best compared isomer or geometry (same formula, charge and spin)   0.00 kcal/mol

CARTESIAN COORDINATES (ANGSTROEM)
Ru 0.31219 -1.79595 0.16144
Cl 2.83847 -2.47502 0.16152
C 2.25530 -2.75819 1.82725
C 0.88204 -2.73143 1.95659
C 0.40344 -2.89909 3.25477
Cl -1.29775 -2.85587 3.55646
C 1.27485 -3.09437 4.32900
Cl 0.66173 -3.31765 5.91324
C 2.66309 -3.09379 4.12272
Cl 3.72893 -3.31098 5.44218
C 3.18334 -2.90820 2.84092
Cl 4.86436 -2.87949 2.53973
C -3.69519 -3.38640 -1.55445
Si -1.87728 -3.02374 -1.37607
C -0.90650 -4.59055 -1.03614
C -1.23637 -2.21810 -2.93394
C -1.67273 -1.90558 0.16696
H -3.86824 -3.95028 -2.47342
H -4.27369 -2.46320 -1.61358
H -4.07872 -3.97385 -0.72019
H -0.96080 -5.24197 -1.91220
H -1.32032 -5.13045 -0.18234
H 0.16241 -4.45212 -0.83256
H -1.54575 -2.84216 -3.77627
H -0.15028 -2.11789 -2.97752
H -1.66012 -1.22300 -3.07652
H -2.06314 -2.45821 1.02125
H -2.16311 -0.94008 0.03735
N 0.37415 -0.21241 -0.78727
P 0.32881 1.38416 -0.52002
C -1.36614 1.92434 -0.70962
C -2.00434 1.67384 -1.92733
C -3.33373 2.01499 -2.09208
C -4.03330 2.60220 -1.04181
C -3.40482 2.85043 0.16742
C -2.06875 2.51195 0.33732
C 1.35895 2.22302 -1.71481
C 0.92152 3.37819 -2.35677
C 1.75940 4.02942 -3.25129
C 3.02685 3.52614 -3.50197
C 3.46554 2.37304 -2.86103
C 2.63555 1.72084 -1.96772
C 0.90066 1.82217 1.12162
C 1.57744 3.02399 1.32636
C 1.99811 3.37260 2.60069
C 1.74913 2.52520 3.67153
C 1.07010 1.33031 3.47408
C 0.64402 0.98302 2.20300
H -1.45776 1.21790 -2.74475
H -3.82787 1.82845 -3.03573
H -5.07347 2.86995 -1.17161
H -3.95158 3.30834 0.98003
H -1.57948 2.70641 1.28347
H -0.06813 3.77236 -2.16304
H 1.42114 4.92601 -3.75206
H 3.67809 4.03278 -4.20171
H 4.45499 1.98601 -3.06255
H 2.97812 0.82035 -1.47145
H 1.79358 3.68250 0.49505
H 2.52908 4.30133 2.75693
H 2.08587 2.79744 4.66279
H 0.86810 0.67363 4.31010
H 0.09000 0.05671 2.07806

And the Löwdin charges, in e, turn out to be: atom 1 (Ru): 1.213, atom 2 (Cl): 0.655, atom 3 (C): -0.671, atom 4 (C): -0.335, atom 5 (C): -0.702, atom 6 (Cl): 0.709, atom 7 (C): -0.703, atom 8 (Cl): 0.717, atom 9 (C): -0.693, atom 10 (Cl): 0.732, atom 11 (C): -0.720, atom 12 (Cl): 0.731, atom 13 (C): -0.165, atom 14 (Si): 0.402, atom 15 (C): -0.187, atom 16 (C): -0.192, atom 17 (C): -0.355, atom 18 (H): 0.042, atom 19 (H): 0.038, atom 20 (H): 0.040, atom 21 (H): 0.044, atom 22 (H): 0.044, atom 23 (H): 0.009, atom 24 (H): 0.042, atom 25 (H): 0.021, atom 26 (H): 0.017, atom 27 (H): -0.020, atom 28 (H): 0.015, atom 29 (N): -0.328, atom 30 (P): 0.861, atom 31 (C): -0.312, atom 32 (C): -0.094, atom 33 (C): -0.059, atom 34 (C): -0.056, atom 35 (C): -0.058, atom 36 (C): -0.059, atom 37 (C): -0.314, atom 38 (C): -0.072, atom 39 (C): -0.058, atom 40 (C): -0.056, atom 41 (C): -0.059, atom 42 (C): -0.073, atom 43 (C): -0.307, atom 44 (C): -0.059, atom 45 (C): -0.053, atom 46 (C): -0.052, atom 47 (C): -0.055, atom 48 (C): -0.095, atom 49 (H): 0.108, atom 50 (H): 0.113, atom 51 (H): 0.114, atom 52 (H): 0.113, atom 53 (H): 0.108, atom 54 (H): 0.110, atom 55 (H): 0.113, atom 56 (H): 0.114, atom 57 (H): 0.113, atom 58 (H): 0.102, atom 59 (H): 0.111, atom 60 (H): 0.114, atom 61 (H): 0.115, atom 62 (H): 0.114, atom 63 (H): 0.072